[1]
C4H9NO2 as an isolated structure at a distorted geometry. Source: OMol25; level of theory: wB97M-V/def2-TZVPD.

Calculated values
frontier orbital gap = 6.05 eV
HOMO level = 0.700 eV
net charge = -2
LUMO energy = 6.750 eV

Cartesian coordinates (Å):
C 1.106 -1.287 0.941
O 2.150 -0.642 1.527
C 0.358 -0.657 -0.311
C -0.160 0.768 0.113
C -1.480 1.319 -0.481
O -2.015 2.417 0.127
N 0.208 -1.693 -1.944
H 1.435 -2.318 0.744
H 0.214 -1.437 1.619
H 1.025 -0.572 -1.187
H -0.202 0.829 1.204
H 0.638 1.441 -0.211
H -2.197 0.458 -0.536
H -1.219 1.528 -1.547
H -0.592 -1.195 -0.425
H -0.547 -2.341 -1.686

Löwdin atomic charge list, values in e, 2 entries:
1. C -0.54
2. O -0.40

=====

[2]
C37H35AsCsN2O6S as an isolated structure at a distorted geometry. Source: OMol25; level of theory: wB97M-V/def2-TZVPD.

Calculated values
frontier orbital gap = 5.89 eV
HOMO level = -4.318 eV
net charge = -1
LUMO energy = 1.567 eV

Cartesian coordinates (Å):
Cs 0.177 1.015 -1.243
C 1.416 -3.320 -0.778
C 1.661 -2.416 -1.961
C 2.820 -1.643 -2.039
C 3.894 -1.781 -0.986
C 2.973 -0.731 -3.090
C 4.153 0.211 -3.101
C 2.011 -0.661 -4.098
C 2.170 0.300 -5.248
C 0.855 -1.446 -4.027
C -0.228 -1.254 -5.057
C 0.685 -2.330 -2.960
C -0.530 -3.221 -2.864
H 1.690 -4.358 -0.988
H 0.365 -3.322 -0.494
H 1.982 -3.007 0.096
H 3.717 -1.137 -0.118
H 4.875 -1.526 -1.382
H 3.956 -2.802 -0.614
H 5.014 -0.198 -3.638
H 4.485 0.442 -2.091
H 3.900 1.158 -3.573
H 1.747 -0.111 -6.162
H 3.215 0.527 -5.448
H 1.646 1.240 -5.054
H -0.028 -1.822 -5.971
H -0.322 -0.204 -5.315
H -1.200 -1.559 -4.682
H -1.018 -3.345 -3.826
H -1.278 -2.846 -2.159
H -0.248 -4.216 -2.518
S -1.086 2.904 0.832
C -0.534 3.323 2.439
C -0.974 4.467 3.122
C -0.525 4.770 4.393
C 0.385 3.940 5.042
C 0.832 2.798 4.394
C 0.377 2.491 3.118
As 1.001 0.969 2.073
C -0.507 -0.274 2.280
C -1.751 0.096 2.776
C -2.763 -0.847 2.892
C -2.544 -2.166 2.516
C -1.303 -2.540 2.023
C -0.292 -1.595 1.907
C 2.136 0.093 3.442
C 3.512 0.163 3.254
C 4.393 -0.425 4.156
C 3.898 -1.099 5.260
C 2.525 -1.183 5.455
C 1.653 -0.592 4.554
H -1.684 5.116 2.625
H -0.888 5.662 4.887
H 0.740 4.176 6.037
H 1.536 2.141 4.893
H -1.935 1.129 3.046
H -3.734 -0.544 3.260
H -3.343 -2.892 2.586
H -1.126 -3.563 1.713
H 0.675 -1.899 1.522
H 3.909 0.685 2.387
H 5.460 -0.358 3.988
H 4.577 -1.559 5.967
H 2.131 -1.712 6.314
H 0.583 -0.672 4.715
O -1.635 3.323 -3.597
C -1.656 2.138 -3.273
O -0.770 1.249 -3.447
C -2.856 1.680 -2.438
C -3.878 2.577 -2.136
C -4.893 2.160 -1.301
C -4.959 0.900 -0.738
C -3.935 0.043 -1.076
C -2.887 0.401 -1.899
N -3.968 -1.340 -0.516
O -3.050 -2.077 -0.820
O -4.940 -1.659 0.138
N -5.987 3.116 -0.966
O -6.830 2.739 -0.179
O -5.962 4.205 -1.493
H -3.837 3.580 -2.531
H -5.759 0.612 -0.075
H -2.086 -0.289 -2.129

Löwdin atomic charge list, values in e, 2 entries:
1. Cs 1.14
2. C -0.05

=====

[3]
One molecule with the formula C23H21NO4. Source: OMol25; level of theory: wB97M-V/def2-TZVPD.

Calculated values
structure (SMILES) = O=C(N[C@@H](Cc1ccc(O)cc1)C(=O)O)C(c1ccccc1)c1ccccc1
frontier orbital gap = 9.09 eV
HOMO level = -8.516 eV
net charge = 0
LUMO energy = 0.569 eV

Cartesian coordinates (Å):
O -0.134 0.218 -1.320
C 0.308 0.422 -0.212
N 0.186 1.618 0.414
C -0.398 2.759 -0.242
C -1.824 3.049 0.292
C -2.663 1.808 0.176
C -3.123 1.383 -1.063
C -3.834 0.207 -1.188
C -4.101 -0.571 -0.067
O -4.786 -1.743 -0.145
C -3.656 -0.146 1.181
C -2.938 1.028 1.292
C 0.473 3.975 -0.007
O 1.325 4.045 0.838
O 0.161 4.986 -0.818
C 1.088 -0.610 0.606
C 2.540 -0.397 0.256
C 2.958 -0.516 -1.065
C 4.282 -0.301 -1.401
C 5.203 0.037 -0.422
C 4.792 0.161 0.893
C 3.467 -0.052 1.230
C 0.573 -2.004 0.323
C 1.417 -3.072 0.053
C 0.895 -4.333 -0.180
C -0.472 -4.542 -0.146
C -1.319 -3.482 0.132
C -0.798 -2.224 0.370
H 0.685 1.808 1.271
H -0.457 2.534 -1.313
H -1.756 3.361 1.336
H -2.249 3.864 -0.294
H -2.916 1.973 -1.943
H -4.176 -0.119 -2.161
H -5.001 -1.932 -1.067
H -3.870 -0.756 2.044
H -2.585 1.340 2.264
H 0.715 5.761 -0.630
H 0.938 -0.400 1.672
H 2.234 -0.773 -1.824
H 4.597 -0.396 -2.430
H 6.237 0.204 -0.685
H 5.505 0.425 1.661
H 3.154 0.044 2.261
H 2.486 -2.923 0.026
H 1.563 -5.156 -0.391
H -0.876 -5.526 -0.333
H -2.388 -3.633 0.169
H -1.462 -1.400 0.586

Löwdin atomic charge list, values in e, 2 entries:
1. O 0.10
2. C -0.45

=====

[4]
CH3NO3S as an isolated structure at a distorted geometry. Source: OMol25; level of theory: wB97M-V/def2-TZVPD.

Calculated values
frontier orbital gap (alpha / beta) = 6.57 / 6.67 eV
spin multiplicity = 3
HOMO level (alpha / beta) = -6.026 / -10.560 eV
net charge = 0
LUMO energy (alpha / beta) = 0.540 / -3.885 eV

Cartesian coordinates (Å):
C -0.609 -0.347 -1.198
N 1.166 -0.083 0.015
O -1.051 -1.434 -1.039
O 0.204 1.599 1.732
O -0.960 0.732 -0.332
S 0.047 0.487 0.864
H -0.086 0.032 -2.077
H 1.957 -0.503 0.461
H -0.669 -0.483 1.574

Löwdin atomic charge list, values in e, 2 entries:
1. C -0.51
2. N -0.19

=====

[5]
A 2-piece molecular cluster, C6H15NO overall at a distorted geometry. Source: OMol25; level of theory: wB97M-V/def2-TZVPD.

Calculated values
frontier orbital gap (alpha / beta) = 9.58 / 3.66 eV
spin multiplicity = 2
HOMO level (alpha / beta) = -13.174 / -13.096 eV
net charge = +1
LUMO energy (alpha / beta) = -3.594 / -9.439 eV

Cartesian coordinates (Å):
C 0.222 -1.382 0.612
C -0.375 -0.173 1.425
C -1.428 0.622 0.628
C -0.842 1.301 -0.582
C 0.274 2.275 -0.215
C 1.303 2.802 -0.865
N -0.593 -2.608 0.624
H 0.309 -0.984 -0.424
H 1.284 -1.458 0.919
H 0.453 0.579 1.657
H -0.715 -0.550 2.442
H -2.078 -0.158 0.260
H -2.050 1.432 1.157
H -1.736 1.753 -1.095
H -0.282 0.555 -1.272
H 0.094 2.740 0.694
H 2.082 3.440 -0.463
H 1.538 2.709 -1.859
H -0.853 -2.818 1.614
H -1.422 -2.575 0.050
H 1.915 -1.893 -1.921
H 1.227 -2.899 -1.275
O 1.674 -2.712 -2.113

Löwdin atomic charge list, values in e, 2 entries:
1. C -0.17
2. C -0.14

=====

[6]
C7H13N as an isolated structure at a distorted geometry. Source: OMol25; level of theory: wB97M-V/def2-TZVPD.

Calculated values
frontier orbital gap = 6.64 eV
HOMO level = -7.030 eV
net charge = 0
LUMO energy = -0.387 eV

Cartesian coordinates (Å):
C -2.294 -0.141 -0.520
C -1.254 -0.335 0.594
C 0.177 -0.237 0.211
C 0.851 1.076 -0.022
C 2.227 1.369 0.360
C 2.333 -1.876 0.256
C 0.967 -1.389 0.285
N -2.669 1.175 -1.062
H -3.231 -0.761 -0.367
H -1.717 -0.623 -1.369
H -1.454 -1.258 1.050
H -1.346 0.367 1.543
H 0.266 2.043 -0.288
H 2.822 2.131 -0.050
H 1.774 0.637 -0.664
H 2.426 1.235 1.387
H 3.077 -1.138 0.025
H 2.480 -2.926 0.310
H 0.282 -2.137 0.650
H -2.926 1.844 -0.305
H -1.808 1.562 -1.477

Löwdin atomic charge list, values in e, 2 entries:
1. C -0.29
2. C -0.20

=====

[7]
A 2-piece molecular cluster, C4H10S overall at a distorted geometry. Source: OMol25; level of theory: wB97M-V/def2-TZVPD.

Calculated values
frontier orbital gap (alpha / beta) = 2.44 / 8.39 eV
spin multiplicity = 2
HOMO level (alpha / beta) = 1.197 / -4.816 eV
net charge = -1
LUMO energy (alpha / beta) = 3.642 / 3.569 eV

Cartesian coordinates (Å):
C -2.429 -0.360 -1.375
S -1.410 -1.872 -1.444
H -3.367 -0.724 -0.955
H -1.929 0.374 -0.745
H -2.709 0.045 -2.352
H -0.377 -1.322 -2.134
C 1.930 1.103 0.323
C 1.551 -0.129 1.100
C 0.542 -0.175 1.944
H 1.702 1.980 0.935
H 2.971 1.217 0.010
H 1.381 1.238 -0.614
H 2.182 -0.983 0.872
H 0.122 -1.048 2.431
H -0.160 0.656 2.004

Löwdin atomic charge list, values in e, 2 entries:
1. C -0.76
2. S 0.34

=====

[8]
One molecule with the formula C5H8O. Source: OMol25; level of theory: wB97M-V/def2-TZVPD.

Calculated values
frontier orbital gap = 9.69 eV
HOMO level = -8.725 eV
net charge = 0
LUMO energy = 0.969 eV

Cartesian coordinates (Å):
O 2.109 -0.059 0.136
C 0.891 0.120 0.785
C -0.022 1.265 0.252
C -1.026 0.234 -0.287
C -0.134 -1.161 -1.081
C -0.201 -0.890 0.361
H 1.867 -0.443 -0.730
H 1.083 0.177 1.859
H 0.437 1.935 -0.479
H -0.468 1.851 1.059
H -2.104 0.266 -0.159
H -0.769 0.097 -1.434
H -0.982 -1.817 -1.335
H -0.683 -1.575 1.053

Löwdin atomic charge list, values in e, 2 entries:
1. O -0.04
2. C -0.35

=====

Result set for energy relative to the best compared isomer or geometry (same formula, charge and spin): 128.30 11.51 0.00 91.51 92.13 153.85 43.71 106.78 kcal per mole, one per record in the order listed.